No. 1
This record from the OMol25 dataset describes a structure of composition C8H10CeO5 at a distorted geometry. The level of theory is the ωB97M-V functional and the def2-TZVPD basis.

Each line ends with the Löwdin charge.
CARTESIAN COORDINATES (ANGSTROEM)
Ce: 0.09 -0.29 -0.10  1.0704
C: -0.10 1.27 1.94  0.0398
O: 0.02 1.72 3.01  0.2503
C: -0.07 2.08 -1.08  0.0361
O: 0.00 3.18 -1.45  0.2631
C: -2.29 -0.04 -0.08  0.0212
O: -3.43 0.08 0.05  0.2921
C: 2.33 0.37 -0.29  0.0094
O: 3.38 0.06 0.07  0.3031
C: 0.00 -1.86 -1.85  -0.0669
H: 0.92 -2.36 -1.47  0.1312
H: -0.90 -2.36 -1.44  0.1347
C: 0.00 -0.65 -2.52  -0.0488
H: -0.89 -0.05 -2.76  0.1241
H: 0.89 -0.05 -2.76  0.1242
C: -0.50 -1.92 3.29  -0.0317
C: 0.95 -1.89 2.74  -0.1622
O: 0.97 -2.22 1.27  -0.1864
H: -1.18 -1.10 2.91  0.0764
H: -0.51 -1.82 4.40  0.1288
H: -0.95 -2.90 3.03  0.1101
H: 1.36 -0.86 2.87  0.1118
H: 1.63 -2.62 3.22  0.1580
H: 0.34 -2.92 1.09  0.1113

Properties
⟨S²⟩   0.75
ΔE to the lowest compared entry with this formula, charge and spin   48.4 kcal per mole
Multiplicity   2
Charge   +3
Molecular weight   326.28 g mol⁻¹
Orbital gap (spin up / spin down)   8.53 / 8.61 eV
Energy   -1160.83354 Ha

=====

No. 2
This record from the OMol25 dataset describes a structure of composition C51H52N7O4PRuS at a distorted geometry. The level of theory is the ωB97M-V functional and the def2-TZVPD basis.

Each line ends with the Löwdin charge.
CARTESIAN COORDINATES (ANGSTROEM)
Ru: 9.97 12.39 15.67  1.0167
C: 13.21 10.44 22.66  -0.0434
O: 12.16 10.81 21.76  -0.0871
C: 11.37 11.83 22.14  -0.2366
C: 11.39 12.50 23.38  -0.0132
C: 10.41 13.42 23.68  -0.0882
C: 9.35 13.60 22.83  -0.0858
C: 9.29 12.94 21.59  -0.0059
C: 10.37 12.13 21.20  -0.1471
N: 10.64 11.69 19.90  0.1670
C: 10.27 12.23 18.70  -0.3903
N: 9.85 13.51 18.67  0.1597
C: 8.77 13.92 17.89  -0.1706
C: 8.46 13.31 16.62  -0.2703
C: 7.16 13.31 16.19  -0.1505
C: 6.28 14.30 16.67  -0.0663
C: 6.64 15.12 17.75  -0.0010
C: 7.83 14.81 18.43  -0.2412
O: 8.19 15.29 19.65  -0.1132
C: 7.24 16.09 20.39  -0.0406
N: 10.20 11.43 17.68  -0.0073
C: 10.33 9.98 17.87  -0.2254
C: 11.62 9.46 17.64  -0.0494
C: 11.93 8.12 17.88  -0.0528
C: 10.94 7.37 18.56  -0.1007
C: 9.75 7.87 18.92  -0.0305
C: 9.36 9.19 18.56  -0.1827
O: 8.22 9.80 19.04  -0.0830
C: 7.38 9.06 19.92  -0.0645
H: 13.79 11.33 23.00  0.1086
H: 13.87 9.79 22.12  0.0806
H: 12.82 9.81 23.49  0.1104
H: 12.11 12.24 24.15  0.1091
H: 10.47 14.04 24.57  0.1111
H: 8.56 14.23 23.11  0.0867
H: 8.44 13.07 20.91  0.1215
H: 11.43 11.06 19.88  0.1458
H: 10.05 14.03 19.49  0.1303
H: 6.75 12.52 15.55  0.0975
H: 5.33 14.38 16.20  0.0931
H: 5.94 15.83 18.22  0.1085
H: 7.44 15.82 21.44  0.0876
H: 6.15 15.80 20.23  0.1080
H: 7.38 17.13 20.12  0.0943
H: 12.39 10.07 17.24  0.0597
H: 12.86 7.66 17.54  0.1022
H: 11.20 6.37 18.84  0.1002
H: 9.14 7.28 19.61  0.1149
H: 6.39 9.50 19.78  0.1005
H: 7.82 9.15 20.92  0.1026
H: 7.23 8.00 19.69  0.0853
N: 12.36 13.69 13.91  -0.0893
P: 12.45 12.43 15.19  0.9880
C: 13.84 13.14 16.08  -0.3808
C: 15.14 13.13 15.56  -0.0847
C: 16.20 13.75 16.23  -0.0639
C: 15.99 14.27 17.50  -0.0699
C: 14.75 14.07 18.14  -0.0595
C: 13.71 13.49 17.42  -0.1025
C: 13.08 10.93 14.48  -0.3920
C: 12.74 10.62 13.19  -0.0956
C: 13.21 9.42 12.61  -0.0896
C: 13.91 8.49 13.31  -0.0605
C: 14.23 8.78 14.71  -0.0443
C: 13.89 10.02 15.22  -0.1124
C: 11.27 14.53 13.69  -0.3692
C: 11.41 15.58 12.74  -0.0202
C: 10.26 16.20 12.27  -0.0360
C: 9.03 15.77 12.84  -0.0705
C: 8.96 14.87 13.86  -0.1015
N: 10.09 14.19 14.26  -0.0022
H: 13.21 14.22 13.61  0.1195
H: 15.29 12.54 14.67  0.1031
H: 17.21 13.70 15.85  0.1098
H: 16.81 14.75 17.99  0.1049
H: 14.65 14.40 19.19  0.1187
H: 12.69 13.36 17.82  0.0818
H: 12.05 11.22 12.65  0.0834
H: 12.93 9.25 11.57  0.1067
H: 14.15 7.50 12.90  0.1131
H: 14.72 8.01 15.34  0.1128
H: 14.22 10.27 16.23  0.1062
H: 12.38 15.86 12.36  0.1101
H: 10.36 16.94 11.43  0.1353
H: 8.13 16.03 12.27  0.1125
H: 8.03 14.75 14.42  0.0982
C: 8.67 7.76 10.91  -0.0416
C: 9.91 8.54 11.44  -0.1991
N: 9.82 8.91 12.85  -0.0972
C: 9.30 7.82 13.74  -0.2175
C: 10.12 6.51 13.58  -0.0555
C: 9.43 10.20 13.23  -0.5998
S: 9.28 10.56 14.95  0.7363
N: 9.35 11.15 12.33  0.0714
C: 8.25 11.92 12.23  -0.4484
O: 7.45 12.14 13.17  -0.0282
C: 7.99 12.46 10.82  -0.1493
C: 8.87 12.13 9.76  -0.0282
C: 8.47 12.51 8.47  -0.0781
C: 7.23 13.13 8.23  -0.0899
C: 6.40 13.41 9.29  -0.0717
C: 6.86 13.19 10.60  -0.0370
H: 7.74 8.22 11.23  0.0843
H: 8.71 6.79 11.31  0.0296
H: 8.74 7.75 9.83  0.0840
H: 9.98 9.55 10.91  0.1129
H: 10.87 8.10 11.24  0.0975
H: 8.29 7.67 13.43  0.1067
H: 9.39 8.18 14.77  0.0579
H: 9.96 6.02 12.61  0.0626
H: 9.84 5.87 14.40  0.0725
H: 11.20 6.81 13.74  0.0884
H: 9.83 11.72 9.99  0.0887
H: 9.07 12.20 7.60  0.1060
H: 6.89 13.32 7.21  0.1058
H: 5.40 13.82 9.15  0.1069
H: 6.31 13.54 11.48  0.1166

Properties
⟨S²⟩   8.77
ΔE to the lowest compared entry with this formula, charge and spin   0.0 kcal per mole
Multiplicity   6
Charge   +1
Molecular weight   991.13 g mol⁻¹
Orbital gap (spin up / spin down)   6.57 / 6.34 eV
Energy   -3492.91126 Ha

=====

No. 3
This record from the OMol25 dataset describes a cluster of 2 separate species, C7H14F8N4O4P in total at a distorted geometry. The level of theory is the ωB97M-V functional and the def2-TZVPD basis.

Each line ends with the Löwdin charge.
CARTESIAN COORDINATES (ANGSTROEM)
N: 2.53 1.26 1.51  0.0652
C: 1.19 0.89 2.11  -0.6421
N: 1.30 -0.60 2.50  0.0584
N: 0.15 0.95 1.02  0.0717
C: 0.80 1.68 3.49  -0.2090
P: 0.31 3.51 3.27  1.0798
O: 1.18 4.36 2.01  -0.1987
O: 0.54 4.39 4.78  -0.2426
N: 1.76 4.08 5.32  -0.0365
O: 2.63 4.78 4.79  0.0886
H: 3.22 1.59 2.22  0.0918
H: 2.44 1.92 0.70  0.0854
H: 1.97 -0.58 3.33  0.0970
H: 0.36 -0.81 2.95  0.0937
H: -0.48 1.78 1.10  0.0678
H: -0.37 0.06 0.89  0.0681
H: -0.05 1.10 4.07  0.1355
H: 1.76 1.64 4.20  0.1257
H: -1.13 3.52 3.01  0.1031
H: 1.19 3.70 1.24  0.0900
C: -1.65 -0.94 -3.75  -0.0497
C: -1.10 -2.06 -4.65  -0.4298
C: -1.78 -3.42 -4.48  -0.2911
F: -1.69 -3.90 -3.22  0.0824
F: -1.21 -4.35 -5.29  0.1015
F: 0.24 -2.16 -4.48  0.1259
F: -1.28 -1.66 -5.95  0.1059
O: -0.93 -0.70 -2.53  0.0296
C: -1.26 -1.57 -1.45  -0.4696
C: -0.11 -2.50 -1.05  -0.2662
F: 0.32 -3.24 -2.11  0.0959
F: -0.50 -3.39 -0.10  0.0965
F: -2.41 -2.23 -1.74  0.1284
F: -1.57 -0.75 -0.40  0.1000
H: -1.54 -0.01 -4.31  0.1524
H: -2.73 -1.03 -3.58  0.1473
H: -2.84 -3.36 -4.75  0.1777
H: 0.74 -1.94 -0.67  0.1699

Properties
Charge   +1
Molecular weight   401.17 g mol⁻¹
Orbital gap   7.92 eV
Energy   -1934.95832 Ha